{
  "formula": "C22H12F11IN2O10S2W",
  "method": "ωB97M-V/def2-TZVPD",
  "species": ["W", "F", "C", "F", "F", "S", "O", "O", "N", "S", "O", "O", "C", "F", "F", "F", "C", "C", "C", "C", "N", "C", "C", "H", "H", "H", "H", "H", "H", "H", "O", "C", "O", "H", "I", "C", "C", "C", "C", "C", "C", "C", "O", "O", "H", "H", "H", "H", "F", "C", "C", "F", "C", "F", "C", "O", "C", "F", "C", "F", "O"],
  "positions_angstrom": [[0.793468, 0.590022, -0.074267], [2.474473, 3.110357, 2.478952], [3.563234, 3.193230, 1.767419], [3.848705, 4.484538, 1.607488], [4.538503, 2.691254, 2.528997], [3.532749, 2.322948, 0.117641], [2.755964, 1.080475, 0.228011], [4.932102, 2.097427, -0.136109], [2.924503, 3.430912, -0.833557], [1.372042, 3.692185, -0.613197], [0.518109, 2.525561, -0.738573], [1.056566, 4.586228, 0.475477], [1.061901, 4.667489, -2.128609], [-0.205356, 5.052360, -2.210835], [1.814844, 5.772131, -2.151440], [1.344685, 3.982098, -3.229573], [-5.034093, 2.139875, -2.397159], [-3.683599, 1.793474, -1.832293], [-2.773463, 0.994532, -2.526192], [-1.549722, 0.708497, -1.962245], [-1.130727, 1.158452, -0.729532], [-2.051450, 1.947126, -0.069808], [-3.287156, 2.273572, -0.569375], [-5.180206, 1.689422, -3.381945], [-5.141127, 3.226763, -2.508182], [-5.834998, 1.774914, -1.741582], [-3.012663, 0.594148, -3.504416], [-0.834317, 0.092500, -2.487780], [-1.760729, 2.321686, 0.869890], [-3.946104, 2.902791, 0.017837], [-1.018344, 0.398976, 2.358605], [-0.443879, 1.473913, 2.386514], [0.407279, 1.827702, 1.453651], [-0.633852, 2.172229, 3.209185], [-3.834980, -6.880469, -1.939745], [-2.446845, -5.335035, -1.762198], [-1.225182, -5.429772, -2.414165], [-0.303921, -4.397033, -2.292242], [-0.589018, -3.270668, -1.526409], [-1.821140, -3.195115, -0.880069], [-2.751790, -4.221274, -0.993803], [0.418426, -2.154933, -1.398578], [1.485963, -2.283170, -1.990723], [0.055571, -1.172558, -0.671536], [-0.974730, -6.293346, -3.016790], [0.653014, -4.457159, -2.794715], [-2.046136, -2.319573, -0.282785], [-3.700280, -4.134240, -0.480033], [2.961916, -4.113747, 5.318160], [2.590075, -3.232765, 4.361345], [1.546591, -3.526919, 3.506447], [0.898282, -4.696299, 3.628093], [1.170322, -2.621605, 2.528514], [0.151750, -2.967733, 1.731555], [1.806222, -1.374038, 2.342723], [1.441742, -0.552071, 1.431593], [2.863458, -1.128739, 3.243347], [3.542988, 0.018434, 3.166719], [3.248520, -2.027287, 4.225408], [4.265890, -1.728819, 5.050997], [1.175948, 0.726147, -1.764107]],
  "forces_ev_per_angstrom": [[-3.391, -1.844, -4.438], [-0.958, -0.189, 0.076], [0.604, 0.042, 1.055], [0.097, 0.281, -0.569], [0.525, -0.476, -0.180], [1.433, -0.501, -0.633], [3.023, 1.866, 0.684], [-0.872, 0.465, -0.043], [-0.190, -0.779, 0.602], [-0.742, 1.186, 0.788], [1.403, 5.189, -0.434], [0.438, -0.098, -0.678], [0.041, 0.174, -1.066], [-0.303, -0.100, 0.410], [0.215, 0.140, 0.351], [0.094, -0.335, 0.019], [0.297, -0.072, 0.164], [-1.052, 0.093, -0.612], [0.737, 0.014, 0.610], [-0.308, -0.508, -0.714], [-2.577, -1.678, 0.433], [-0.569, -0.038, -0.897], [0.883, -0.218, 0.211], [0.015, -0.001, 0.014], [-0.193, 0.008, 0.012], [-0.136, 0.135, -0.065], [0.052, -0.007, -0.037], [-0.057, 0.114, -0.027], [0.172, 0.414, 0.656], [0.037, 0.018, 0.061], [-0.384, 0.027, 0.519], [0.886, -1.071, -1.036], [-0.833, 1.243, 3.312], [0.252, 0.421, -0.072], [-0.127, -0.150, -0.022], [0.261, 0.301, 0.036], [0.095, 0.020, -0.031], [-0.044, 0.058, 0.058], [-0.643, -0.069, 0.132], [0.056, -0.027, -0.056], [0.002, 0.073, 0.043], [1.167, -0.318, -0.596], [-0.186, -0.025, 0.227], [-0.844, -1.885, 0.800], [-0.095, -0.037, 0.027], [0.002, 0.074, 0.038], [0.053, -0.002, -0.030], [-0.014, -0.080, -0.039], [-0.003, 0.024, -0.019], [0.107, -0.146, 0.204], [-0.007, 0.311, -0.208], [-0.008, -0.031, 0.016], [-0.106, -0.216, 0.076], [0.045, 0.077, -0.009], [-0.150, -0.427, 0.095], [0.390, -0.743, 1.077], [-0.014, -0.185, 0.091], [0.107, 0.371, -0.113], [-0.245, 0.022, -0.262], [0.041, 0.024, 0.029], [1.518, -0.926, -0.039]],
  "lowdin_spin": [0.79, 0.00, 0.00, 0.00, 0.00, 0.01, 0.04, 0.00, 0.00, 0.01, 0.02, 0.00, 0.00, 0.00, 0.00, 0.00, 0.04, 0.24, 0.03, 0.16, 0.22, 0.10, 0.04, 0.00, 0.01, 0.01, 0.00, 0.01, 0.01, 0.00, 0.02, 0.01, 0.01, 0.00, 0.00, 0.00, 0.00, 0.00, 0.00, 0.00, 0.00, 0.01, 0.01, 0.04, 0.00, 0.00, 0.00, 0.00, 0.00, 0.01, 0.00, 0.00, 0.01, 0.00, 0.00, 0.02, 0.01, 0.00, 0.00, 0.00, 0.07],
  "orbital_gap_ev": [2.48, 6.83],
  "total_charge": -2,
  "molar_mass_g_mol": 1048.20,
  "de_lowest_kcal_mol": 0.0,
  "spin_multiplicity": 3,
  "s2": 2.0205
}